Entry 1:
{
  "formula": "C30H39O6SbTi",
  "method": "the ωB97M-V functional and the def2-TZVPD basis",
  "elements": ["C", "H", "H", "H", "C", "O", "H", "H", "C", "H", "H", "H", "C", "O", "C", "C", "C", "Ti", "H", "H", "C", "C", "H", "C", "H", "H", "C", "H", "O", "H", "O", "C", "C", "H", "H", "C", "C", "H", "C", "H", "C", "H", "C", "H", "C", "C", "H", "C", "C", "H", "H", "H", "C", "O", "C", "H", "H", "H", "C", "H", "H", "C", "H", "H", "H", "H", "H", "C", "Sb", "H", "C", "C", "H", "H", "O", "C", "H"],
  "coordinates": [[3.274827, 1.484493, 5.619890], [-1.552145, -2.624796, 2.457038], [1.342002, -1.803773, 3.138805], [-2.099004, 0.803388, -2.003126], [-3.081058, 1.394908, 3.002408], [0.518767, -0.041163, -2.176015], [-0.568304, 0.468231, -3.887899], [1.922057, -2.349518, 0.181898], [-2.063870, 1.686931, 5.163917], [3.137477, -0.439701, -0.898721], [1.630054, -1.335619, 6.512682], [1.132644, -1.969385, -2.138898], [-1.311300, 1.536314, -2.174787], [1.671051, 1.778166, -0.322964], [-0.760549, 6.164388, 3.231210], [0.412352, 6.734246, 2.757184], [-4.327248, 1.266945, 3.600883], [0.240563, 0.305836, 0.249148], [-1.566449, 6.795255, 3.582037], [-1.752449, 2.391692, -2.690642], [0.302586, -1.399277, -2.557870], [0.128772, 3.961191, 2.824906], [-2.126296, -1.083726, 1.807840], [-1.405081, -1.889406, 1.665290], [-1.874877, -1.471120, -2.495408], [-1.821242, 4.352328, 3.651198], [-3.309524, 1.554066, 5.761397], [4.202933, -0.206981, 0.519742], [2.183860, -0.444532, 0.944158], [-0.924019, -3.399294, 0.185953], [-0.113871, -1.264578, 1.804971], [-0.903575, 4.782551, 3.267310], [-1.524508, -2.490076, 0.288701], [-2.565206, -2.731810, 0.062770], [0.326148, -1.510862, -3.643299], [-0.176541, 0.929278, -2.979556], [1.448801, 5.921824, 2.314895], [0.523076, 7.810050, 2.738873], [3.007333, 0.295024, 6.282297], [-0.403449, 3.576237, 0.219203], [1.330925, 3.033586, -0.933595], [3.076382, -2.223398, 1.538329], [-0.175785, 3.194629, -0.773969], [4.158233, 2.057688, 5.868795], [2.124863, -1.863390, 1.142519], [3.232019, 0.033267, 0.083803], [1.843164, 3.847482, -0.417031], [-1.006835, -1.891503, -1.983340], [1.856962, -0.421522, 5.979002], [3.683739, -0.064450, 7.046017], [-5.208377, 1.114906, 2.991147], [-5.408973, 1.243943, 5.452747], [1.014388, -2.100554, 2.143118], [-0.860073, 1.922703, -0.874598], [1.302948, 4.542131, 2.342532], [-1.057130, -2.978917, -2.062495], [-0.583220, 3.880047, -1.517586], [-3.398420, 1.620845, 6.837607], [3.053383, 1.534241, -0.026619], [3.678362, 1.921635, -0.832860], [2.126935, 3.919573, 2.002860], [0.984695, 0.047275, 5.005717], [0.727763, -3.152645, 2.148532], [-3.004747, 1.349922, 1.918867], [1.653181, 3.007301, -1.975787], [0.551163, 1.682089, -3.279178], [0.072057, -0.505098, 4.801361], [-4.440108, 1.343190, 4.982121], [-0.084694, 1.849079, 2.799479], [3.301432, 2.029067, 0.915165], [2.400321, 1.956701, 4.648582], [-1.942310, 1.604367, 3.779080], [2.612322, 2.904675, 4.167821], [-1.190712, 1.858059, 5.782787], [-1.025100, -1.490331, -0.606610], [1.252654, 1.238086, 4.331294], [2.370814, 6.363484, 1.958982]],
  "forces_ev_per_angstrom": [[0.00, -0.01, 0.01], [-0.03, -0.05, -0.06], [-0.02, -0.03, 0.03], [0.00, 0.01, 0.03], [0.03, 0.00, -0.02], [0.07, -0.03, 0.01], [0.01, -0.01, 0.00], [0.03, -0.02, 0.00], [0.04, 0.02, 0.01], [0.02, -0.02, 0.01], [0.00, 0.00, 0.00], [0.01, 0.02, 0.01], [0.00, -0.01, -0.13], [0.20, 0.25, 0.03], [0.02, 0.00, -0.01], [-0.01, -0.02, 0.00], [-0.02, 0.00, 0.01], [-0.47, 0.07, -0.03], [0.00, 0.00, 0.00], [0.04, 0.00, -0.03], [-0.09, -0.07, 0.00], [0.04, -0.04, 0.01], [0.00, 0.01, 0.00], [0.19, 0.07, 0.27], [0.00, 0.01, 0.01], [0.00, -0.01, -0.01], [-0.03, -0.01, -0.01], [0.03, 0.02, -0.04], [0.06, 0.01, -0.16], [0.03, 0.01, -0.02], [-0.02, -0.12, -0.09], [-0.02, -0.01, 0.02], [0.05, 0.01, 0.09], [-0.01, 0.01, -0.01], [0.01, 0.02, 0.00], [-0.05, 0.05, 0.07], [0.00, 0.01, 0.00], [0.00, 0.00, 0.00], [-0.01, 0.01, -0.02], [-0.03, -0.01, 0.00], [0.06, -0.11, 0.07], [-0.01, -0.06, 0.00], [-0.12, -0.16, -0.01], [0.00, -0.01, 0.01], [0.06, 0.06, -0.07], [-0.10, -0.04, 0.04], [-0.04, 0.05, -0.04], [0.09, 0.00, -0.03], [0.00, 0.01, -0.01], [0.00, 0.00, 0.00], [0.00, 0.00, 0.01], [0.00, 0.00, 0.00], [-0.04, 0.07, 0.09], [0.12, 0.05, 0.11], [-0.01, -0.02, 0.00], [-0.03, 0.00, 0.01], [0.06, 0.05, 0.01], [0.00, 0.00, 0.00], [-0.03, -0.02, -0.01], [0.06, 0.02, 0.05], [0.00, 0.00, 0.01], [0.00, -0.01, 0.00], [0.00, 0.00, 0.02], [0.00, 0.00, 0.00], [0.03, 0.03, 0.01], [0.01, -0.01, 0.01], [0.00, 0.01, 0.00], [0.04, 0.00, 0.00], [-0.06, -0.06, -0.09], [0.05, 0.02, -0.03], [0.00, 0.03, -0.02], [0.00, 0.01, -0.05], [-0.01, 0.00, -0.01], [0.00, -0.01, 0.00], [-0.13, 0.00, -0.05], [-0.07, -0.03, 0.01], [0.00, 0.00, 0.00]],
  "spin_multiplicity": 3,
  "total_charge": 2,
  "orbital_gap_ev": [8.4660, 8.9632],
  "homo_energy_ha": [-0.4711, -0.4925],
  "total_energy_ha": -2707.1760
}

***

Entry 2:
{
  "formula": "C30H40N2O5PSTi",
  "method": "the ωB97M-V functional and the def2-TZVPD basis",
  "elements": ["P", "O", "H", "C", "H", "O", "H", "C", "H", "H", "N", "C", "H", "C", "O", "H", "H", "H", "C", "H", "H", "H", "C", "C", "C", "H", "C", "C", "H", "H", "S", "H", "H", "H", "H", "C", "C", "C", "H", "C", "Ti", "H", "C", "H", "C", "C", "H", "H", "C", "H", "N", "H", "C", "O", "C", "H", "C", "H", "C", "H", "C", "C", "H", "O", "C", "H", "C", "C", "C", "C", "H", "H", "H", "H", "H", "H", "C", "H", "H", "H"],
  "coordinates": [[2.094173, -1.869784, 1.320093], [1.397104, -1.043964, 0.208265], [-0.759918, 2.149477, -2.780919], [-4.277851, 2.890589, 0.606149], [-2.455169, 0.113119, -4.473060], [0.610600, 2.841446, 2.898786], [-2.345715, -2.913024, 2.963562], [-0.969707, -2.638390, 4.584467], [0.460347, -3.816145, -4.219855], [-1.565817, 1.990944, -1.220167], [-1.758655, 0.341480, -2.504805], [1.163662, -1.384242, -3.286013], [-4.575506, 2.215832, -0.199942], [6.289409, -0.562768, 2.486372], [2.966380, 2.497752, 2.295727], [1.806543, -1.717682, -2.471073], [3.650212, 0.521496, 0.678098], [-5.121200, 0.416921, 1.623687], [-1.077088, -1.486640, -4.141630], [-3.107644, 0.002807, -0.947486], [5.943993, 1.175551, 1.278374], [-1.007547, -3.922775, -3.219629], [2.609139, -5.840477, 0.455272], [1.305752, -2.151365, 3.981054], [-2.994499, -0.225152, -2.003910], [-4.547478, 0.696778, 3.275702], [-0.015379, -3.471551, -3.282167], [-1.321327, -2.713779, 3.247013], [-0.661914, -1.520178, -5.164459], [2.321688, -1.898817, 4.262750], [1.594819, 2.116068, 2.152473], [1.046796, -0.303303, -3.196488], [1.672030, -1.603499, -4.241492], [-5.147122, 3.485249, 0.899609], [-3.507584, 3.563489, 0.224214], [2.250512, -4.668710, 1.114021], [3.224735, -5.777134, -0.784916], [3.504973, -4.543095, -1.364448], [2.403957, -6.802245, 0.912012], [-2.600491, 1.300201, 1.419607], [0.348453, 0.435759, 0.810069], [3.478743, -6.690349, -1.310134], [-4.866827, 1.186815, 2.354392], [-3.874145, 0.156863, -2.555023], [0.341539, -2.358124, 4.952768], [4.462761, -2.109973, 2.664719], [-4.126453, 3.777779, 3.155098], [6.349092, -2.376730, 3.639176], [-1.531379, -0.029280, -3.889459], [-3.035164, 2.546871, 3.823568], [-0.127467, -2.032469, -3.193850], [-2.531039, 2.323816, -2.679199], [-3.312744, 3.087873, 2.917343], [1.181186, 2.088261, 0.648670], [-3.761513, 2.106527, 1.820613], [0.604476, -2.278395, 6.000848], [4.237487, -0.113615, 1.322009], [-1.957173, -2.134786, -4.135059], [-1.626246, 0.628904, 1.125251], [1.748200, -4.714595, 2.077064], [5.534922, 0.246618, 1.654590], [-1.656585, 1.775728, -2.283940], [-0.787684, 0.654641, -4.303488], [1.393363, 0.591283, 2.418343], [3.159728, -3.374576, -0.706052], [-2.970434, -1.314712, -2.111367], [5.755304, -1.742477, 2.994951], [3.698968, -1.282320, 1.839450], [2.517434, -3.435509, 0.531702], [0.952447, -2.237096, 2.640156], [-1.724055, -2.792365, 5.347597], [4.051903, -3.042593, 3.038120], [-2.440967, 3.656992, 2.594977], [0.583145, -3.844834, -2.448843], [-5.762812, 1.774628, 2.566768], [7.305286, -0.280691, 2.737323], [-0.361030, -2.513618, 2.269354], [-0.629490, -2.579633, 1.226739], [3.995061, -4.493509, -2.329030], [3.382586, -2.412064, -1.152750]],
  "forces_ev_per_angstrom": [[0.24, -0.86, -0.87], [0.98, -0.93, 0.20], [-0.04, 0.04, 0.02], [-0.01, -0.01, -0.04], [0.03, 0.06, -0.20], [0.14, 0.09, 0.01], [0.00, 0.00, -0.02], [0.05, 0.00, 0.12], [-0.04, 0.04, 0.01], [-0.14, -0.01, 0.04], [0.41, -0.25, 0.10], [-0.06, -0.01, 0.06], [0.01, 0.02, 0.03], [0.06, -0.04, 0.02], [0.06, -0.16, -0.07], [-0.06, 0.01, -0.04], [-0.05, 0.09, -0.03], [-0.02, 0.03, 0.00], [-0.26, 0.02, 0.13], [-0.01, 0.04, 0.04], [-0.03, -0.05, -0.02], [0.05, 0.00, 0.01], [-0.01, 0.00, 0.06], [0.08, 0.04, 0.11], [0.05, -0.11, -0.06], [0.00, -0.01, -0.04], [0.02, 0.01, -0.06], [-0.05, -0.02, -0.04], [-0.13, 0.00, -0.11], [-0.11, 0.05, 0.00], [0.40, 1.02, 0.80], [0.00, -0.03, 0.02], [0.00, 0.02, -0.04], [0.04, -0.01, -0.03], [-0.03, -0.03, 0.01], [-0.09, -0.03, 0.07], [-0.02, 0.03, -0.04], [0.01, 0.02, 0.02], [-0.02, 0.08, -0.04], [0.05, -0.18, 0.15], [-1.33, -1.10, -1.02], [0.03, 0.04, 0.05], [0.00, -0.01, 0.01], [0.02, 0.00, 0.02], [-0.05, -0.04, 0.08], [0.04, 0.00, 0.06], [0.01, -0.03, -0.01], [0.00, -0.01, 0.00], [0.26, -0.06, 0.02], [0.01, 0.02, -0.03], [-0.06, 0.27, 0.22], [0.08, 0.04, 0.00], [0.00, -0.07, 0.01], [0.72, 1.18, 0.02], [0.05, 0.11, 0.00], [0.00, -0.02, -0.07], [-0.02, 0.00, 0.06], [0.04, -0.02, 0.01], [-1.17, 0.10, 0.19], [0.06, -0.03, -0.12], [0.03, 0.08, -0.01], [-0.18, -0.11, -0.20], [0.01, -0.02, 0.03], [0.11, 0.45, 0.38], [0.03, -0.09, 0.00], [0.00, 0.12, 0.00], [-0.04, 0.01, -0.03], [-0.07, 0.09, 0.01], [-0.12, -0.07, -0.04], [0.08, 0.25, 0.08], [0.05, 0.03, -0.03], [0.05, 0.02, -0.02], [-0.03, 0.02, -0.01], [0.03, 0.00, 0.01], [0.01, -0.01, 0.02], [-0.06, 0.00, 0.01], [0.02, -0.15, 0.13], [-0.09, 0.04, -0.19], [-0.03, 0.00, 0.02], [0.02, -0.05, 0.03]],
  "spin_multiplicity": 2,
  "total_charge": 0,
  "orbital_gap_ev": [7.7610, 8.2997],
  "homo_energy_ha": [-0.2821, -0.3016],
  "total_energy_ha": -3241.9217
}